# 1
The following is a DFT calculation (the ωB97M-V functional and the def2-TZVPD basis) of a cluster of 2 separate species, C26H25N2O2 in total.

The value obtained for the orbital gap is 3.8 eV. Its total charge is +1. For the energy above the lowest of the compared OMol25 structures with the same formula, charge and spin, the calculation gives 2.0642 eV. As for the highest occupied orbital energy: -0.3610 Ha.

Each line ends with the Löwdin charge.
Cartesian coordinates (Å):
H 1.59 0.48 -0.25  0.09
C 1.79 -0.39 -0.95  -0.19
H 2.88 -0.54 -0.95  0.11
C 1.15 -1.62 -0.42  -0.10
C -0.04 -2.06 -0.88  -0.08
N -0.54 -1.61 -2.08  -0.06
C -1.87 -1.95 -2.50  -0.23
C -2.10 -2.75 -3.63  0.00
C -3.39 -3.13 -3.97  0.02
C -4.49 -2.58 -3.28  -0.27
O -5.73 -2.98 -3.69  -0.09
C -6.90 -2.39 -3.08  -0.05
C -4.27 -1.67 -2.22  -0.01
C -2.96 -1.42 -1.81  -0.02
C 0.23 -0.76 -2.85  0.03
C 1.32 -0.13 -2.36  -0.12
C 1.94 0.89 -3.26  -0.50
N 3.08 1.53 -2.85  0.16
O 1.45 1.14 -4.36  0.03
H 1.64 -2.16 0.40  0.10
H -0.66 -2.80 -0.37  0.14
H -1.25 -3.09 -4.22  0.12
H -3.58 -3.84 -4.76  0.12
H -7.73 -2.90 -3.57  0.09
H -6.92 -2.58 -1.99  0.09
H -6.94 -1.31 -3.27  0.10
H -5.12 -1.19 -1.72  0.10
H -2.79 -0.75 -0.96  0.11
H -0.22 -0.58 -3.83  0.15
H 3.48 1.48 -1.92  0.08
H 3.52 2.13 -3.53  0.11
C 1.79 1.03 2.25  0.12
C 0.52 1.51 2.68  -0.16
C -0.66 0.94 2.09  0.02
C -1.93 1.36 2.45  -0.04
C -2.12 2.37 3.41  -0.01
C -0.98 2.93 4.03  -0.04
C 0.30 2.53 3.67  0.02
C 3.08 1.26 2.81  -0.16
C 4.17 0.46 2.32  0.02
C 5.47 0.64 2.79  -0.04
C 5.76 1.61 3.76  -0.01
C 4.71 2.38 4.28  -0.04
C 3.41 2.21 3.82  0.02
H 1.76 0.25 1.49  0.08
H -0.53 0.16 1.33  0.11
H -2.81 0.91 1.98  0.12
H -3.11 2.73 3.68  0.13
H -1.10 3.71 4.79  0.12
H 1.13 3.02 4.15  0.09
H 3.96 -0.30 1.57  0.12
H 6.28 0.03 2.39  0.12
H 6.79 1.79 4.10  0.13
H 4.91 3.13 5.05  0.12
H 2.65 2.85 4.25  0.09

=====

# 2
The following is a DFT calculation (the ωB97M-V functional and the def2-TZVPD basis) of a structure of composition C26H25N3O4PtSSi.

The value obtained for the orbital gap (alpha / beta) is 4.7 / 5.6 eV. Its total charge is -2. For the energy above the lowest of the compared OMol25 structures with the same formula, charge and spin, the calculation gives 0.0000 eV. Its expectation value of S² is 2.031. As for the highest occupied orbital energy (alpha / beta): -0.0044 / -0.0396 Ha. Its spin multiplicity is 3.

Each line ends with the Löwdin charge.
Cartesian coordinates (Å):
Pt 2.32 -0.65 -0.29  0.94
C -4.08 2.62 0.51  -0.12
O -4.76 1.78 1.41  -0.12
C -4.57 0.42 1.23  -0.30
C -3.94 -0.15 0.13  -0.04
C -3.77 -1.52 0.05  -0.03
C -4.20 -2.39 1.07  -0.35
C -4.88 -1.78 2.15  -0.06
C -5.05 -0.41 2.24  -0.05
N -4.09 -3.76 1.10  -0.06
N -3.24 -4.38 0.28  -0.03
C -2.03 -3.81 -0.06  -0.32
C -1.54 -4.04 -1.34  -0.06
C -0.37 -3.45 -1.83  -0.03
C 0.41 -2.62 -1.05  -0.40
O 1.50 -2.01 -1.54  -0.32
C 0.00 -2.46 0.30  -0.17
N 0.82 -1.69 1.09  -0.01
C 0.54 -1.50 2.35  -0.14
C -0.59 -2.09 2.95  -0.06
C -1.43 -2.85 2.19  -0.01
C -1.18 -3.04 0.81  -0.10
H -4.25 3.64 0.84  0.08
H -4.46 2.51 -0.52  0.09
H -3.00 2.42 0.50  0.07
H -3.56 0.47 -0.68  0.09
H -3.27 -1.93 -0.82  0.10
H -5.24 -2.43 2.94  0.09
H -5.54 0.03 3.09  0.10
H -2.15 -4.65 -2.00  0.09
H -0.07 -3.61 -2.86  0.10
H 1.22 -0.87 2.90  0.11
H -0.78 -1.93 4.00  0.09
H -2.30 -3.32 2.63  0.10
O 4.41 1.83 2.33  0.01
C 4.03 1.38 1.25  -0.61
O 2.99 0.62 1.16  -0.25
C 4.76 1.82 -0.01  -0.18
C 5.26 3.12 0.05  -0.06
C 5.96 3.68 -1.00  -0.12
C 6.20 2.91 -2.13  -0.12
C 5.73 1.62 -2.20  -0.16
C 4.99 1.04 -1.15  -0.65
S 4.46 -0.61 -1.40  0.52
H 5.08 3.68 0.96  0.11
H 6.32 4.70 -0.93  0.08
H 6.76 3.32 -2.97  0.09
H 5.91 1.02 -3.08  0.08
C -0.20 1.55 0.54  -0.21
Si 0.81 0.97 -0.94  0.41
C -0.38 0.37 -2.26  -0.21
C 1.76 2.45 -1.62  -0.21
H -0.80 2.43 0.27  0.01
H 0.45 1.81 1.37  0.02
H -0.89 0.77 0.88  0.02
H -1.02 1.20 -2.57  0.02
H -1.02 -0.42 -1.87  0.01
H 0.14 -0.03 -3.12  0.03
H 1.06 3.23 -1.95  0.02
H 2.38 2.16 -2.47  0.03
H 2.41 2.87 -0.86  0.01

=====

# 3
The following is a DFT calculation (the ωB97M-V functional and the def2-TZVPD basis) of a structure of composition C26H25NNiSi.

The value obtained for the orbital gap (alpha / beta) is 3.0 / 3.5 eV. Its total charge is -2. Its expectation value of S² is 2.016. As for the highest occupied orbital energy (alpha / beta): 0.0544 / 0.0357 Ha. Its spin multiplicity is 3.

Each line ends with the Löwdin charge.
Cartesian coordinates (Å):
C -0.18 -1.69 -3.96  -0.23
C -1.46 -1.75 -3.35  -0.21
C -1.33 -2.41 -2.09  -0.19
C 0.04 -2.70 -1.88  -0.24
C 0.77 -2.29 -3.06  -0.24
Ni -0.06 -0.74 -2.23  0.26
C -2.26 1.54 -3.84  -0.22
C -1.59 2.53 -4.44  -0.43
C -0.46 3.16 -4.13  -0.24
N 0.82 0.00 -0.85  -0.19
H -2.15 -2.69 -1.45  0.07
H -2.39 -1.41 -3.79  0.08
H 0.44 -3.25 -1.02  0.09
H 1.84 -2.44 -3.24  0.07
H 0.02 -1.31 -4.95  0.08
H -3.05 0.89 -4.20  -0.03
H 1.79 0.25 -1.11  -0.01
H -1.94 1.32 -2.79  0.01
H 0.02 4.00 -4.61  -0.05
H 0.16 2.73 -3.32  0.00
C -0.64 4.53 1.98  -0.12
C 0.41 4.30 1.10  -0.10
C 0.74 2.99 0.73  -0.07
C 0.04 1.91 1.28  -0.23
C -1.04 2.15 2.14  -0.12
C -1.39 3.45 2.49  -0.11
Si 0.52 0.15 0.85  0.51
C 2.10 -0.44 1.67  -0.23
C 3.04 -1.15 0.88  -0.09
C 4.27 -1.52 1.42  -0.11
C 4.57 -1.25 2.76  -0.12
C 3.63 -0.56 3.55  -0.12
C 2.41 -0.13 3.00  -0.10
C -0.97 -0.94 1.23  -0.23
C -0.74 -2.22 1.75  -0.10
C -1.81 -3.12 1.87  -0.12
C -3.11 -2.73 1.55  -0.12
C -3.35 -1.42 1.08  -0.10
C -2.28 -0.54 0.91  -0.10
H -0.90 5.55 2.28  0.09
H 0.97 5.14 0.69  0.09
H 1.55 2.82 0.01  0.10
H -1.63 1.31 2.53  0.09
H -2.23 3.63 3.16  0.09
H 2.81 -1.43 -0.14  0.09
H 5.01 -2.02 0.79  0.09
H 5.52 -1.57 3.19  0.09
H 3.86 -0.36 4.60  0.09
H 1.73 0.46 3.59  0.09
H 0.26 -2.51 2.07  0.09
H -1.61 -4.13 2.23  0.09
H -3.94 -3.42 1.67  0.09
H -4.36 -1.10 0.85  0.09
H -2.48 0.47 0.55  0.11

=====

# 4
The following is a DFT calculation (the ωB97M-V functional and the def2-TZVPD basis) of a structure of composition C26H26BaN8O4S2Te.

The value obtained for the orbital gap is 3.4 eV. Its total charge is -2. For the energy above the lowest of the compared OMol25 structures with the same formula, charge and spin, the calculation gives 2.3664 eV. As for the highest occupied orbital energy: -0.0084 Ha.

Each line ends with the Löwdin charge.
Cartesian coordinates (Å):
Ba 1.13 0.48 0.28  1.52
C -1.49 2.82 3.79  -0.07
C -0.85 1.78 2.90  -0.36
N -0.35 2.13 1.66  -0.17
N -0.60 3.34 1.24  0.04
C -0.08 3.69 0.06  -0.53
O 0.70 2.91 -0.66  -0.68
C -0.34 5.04 -0.42  -0.16
C 0.26 5.49 -1.60  -0.05
C 0.03 6.78 -2.08  -0.11
C -0.80 7.65 -1.39  -0.14
C -1.41 7.21 -0.21  -0.12
C -1.18 5.94 0.27  -0.05
C -0.67 0.49 3.36  -0.31
C -1.05 0.10 4.70  -0.06
C -0.84 -1.16 5.15  -0.13
C -0.24 -2.14 4.31  -0.15
C 0.10 -1.72 3.05  -0.26
N -0.08 -0.50 2.55  -0.11
H -1.58 3.75 3.25  0.04
H -0.89 3.00 4.69  0.07
H -2.49 2.52 4.12  0.07
H 0.91 4.82 -2.14  0.07
H 0.51 7.10 -2.99  0.09
H -0.98 8.65 -1.77  0.08
H -2.06 7.88 0.34  0.09
H -1.64 5.60 1.19  0.09
H -1.50 0.83 5.35  0.08
H -1.13 -1.42 6.17  0.09
H -0.07 -3.16 4.63  0.07
H 0.57 -2.43 2.36  0.09
Te 3.05 3.07 -0.63  0.25
C 4.63 -0.32 1.17  -0.13
N 3.76 0.59 1.87  -0.19
C 3.38 0.46 3.18  -0.90
S 2.57 1.69 3.95  0.66
N 3.73 -0.70 3.78  -0.06
C 3.35 -1.05 5.13  -0.12
H 4.76 0.09 0.16  0.06
H 4.21 -1.33 1.08  0.08
H 5.62 -0.40 1.63  0.09
H 3.60 1.50 1.43  -0.09
H 4.31 -1.34 3.27  0.10
H 2.38 -0.61 5.35  0.04
H 4.07 -0.68 5.86  0.08
H 3.28 -2.13 5.20  0.08
O -0.42 -4.35 -7.99  -0.37
S -1.57 -5.24 -7.97  0.38
O -2.75 -4.73 -8.65  -0.37
O -1.27 -6.63 -8.22  -0.37
C -2.13 -5.23 -6.23  -0.34
N -3.02 -6.17 -5.89  0.12
C -3.44 -6.14 -4.64  -0.13
C -3.01 -5.21 -3.71  -0.01
C -2.09 -4.28 -4.16  -0.22
N -1.66 -4.29 -5.42  0.16
C -1.52 -3.21 -3.28  -0.13
C -1.71 -3.21 -1.91  -0.01
C -1.15 -2.19 -1.15  -0.15
N -0.43 -1.20 -1.68  -0.06
C -0.26 -1.20 -3.00  -0.12
C -0.77 -2.18 -3.84  0.01
H -4.17 -6.90 -4.36  0.10
H -3.38 -5.23 -2.70  0.09
H -2.27 -3.98 -1.41  0.10
H -1.28 -2.17 -0.07  0.10
H 0.31 -0.38 -3.41  0.12
H -0.60 -2.16 -4.91  0.12

=====

| no. | DFT total energy (Ha) |
| --- | --- |
| 1 | -1265.4421 |
| 2 | -2278.0621 |
| 3 | -2858.1222 |
| 4 | -2835.3802 |